Density functional theory data (the ωB97M-V functional and the def2-TZVPD basis) for 2 unconnected molecules or ions with the total composition C6H8N4OS in a non-equilibrium geometry.

LUMO energy: 0.719 eV
E_tot: -925.7550 Eh
Highest occupied orbital energy: -8.0419 eV
Relative energy (zero: lowest compared OMol25 entry of this formula, charge and spin): 107.7 kJ/mol
Orbital gap: 8.761 eV

The geometry in ORCA input format:
```
! wB97M-V def2-TZVPD RIJCOSX def2/J DEFGRID3
* xyz 0 1
C 4.025 0.573 0.464
C 2.764 1.211 0.580
C 4.070 -0.538 -0.221
C 1.766 0.484 -0.018
C 0.538 1.076 -0.263
C -2.776 -0.265 -0.308
N -0.398 1.718 -0.417
N -3.432 -0.870 0.780
N -3.489 -0.069 -1.430
N -1.514 -0.297 -0.366
O -0.833 -0.744 0.833
S 2.499 -0.914 -0.821
H 4.983 1.030 0.856
H 2.608 2.161 0.990
H 4.937 -1.292 -0.314
H -0.778 -1.683 0.650
H -4.455 -0.920 0.819
H -3.114 -0.900 1.715
H -4.513 -0.152 -1.435
H -2.887 0.392 -2.094
*
```

Atomic partial charges in e from the natural (NBO) method, atoms 1 to 4:
1. C -0.270
2. C -0.182
3. C -0.396
4. C -0.304


Density functional theory data (the ωB97M-V functional and the def2-TZVPD basis) for a gas-phase ion, C6H8N5 (charge +1) in a non-equilibrium geometry.

LUMO energy (spin up / spin down): -5.877 / -4.853 eV
E_tot: -506.7138 Eh
Highest occupied orbital energy (spin up / spin down): -12.0444 / -12.7414 eV
Relative energy (zero: lowest compared OMol25 entry of this formula, charge and spin): 677.1 kJ/mol
Orbital gap (spin up / spin down): 6.167 / 7.889 eV

The geometry in ORCA input format:
```
! wB97M-V def2-TZVPD RIJCOSX def2/J DEFGRID3
* xyz 1 1
C -0.456 2.164 -1.805
C -1.488 1.939 0.839
C -0.118 1.056 -0.969
C -0.699 1.036 0.298
C 1.401 -0.939 -0.983
C -0.033 -2.230 2.048
N -1.449 2.907 -1.361
N -1.914 2.878 -0.183
N 0.768 0.124 -1.466
N -0.060 -1.629 0.723
N 1.068 -1.698 0.067
H 0.028 2.617 -2.768
H -1.850 2.175 1.812
H 2.334 -1.257 -1.344
H -1.137 -2.167 2.509
H 0.182 -3.389 2.019
H 0.571 -1.658 2.693
H 1.074 0.531 -2.351
H 1.781 -2.460 0.223
*
```

Atomic partial charges in e from the natural (NBO) method, atoms 1 to 4:
1. C -0.031
2. C -0.099
3. C 0.022
4. C 0.101


Density functional theory data (the ωB97M-V functional and the def2-TZVPD basis) for a gas-phase ion, C6H8NO (charge +1) in a non-equilibrium geometry.

LUMO energy (spin up / spin down): -6.285 / -6.285 eV
E_tot: -362.9157 Eh
Highest occupied orbital energy (spin up / spin down): -14.3686 / -14.3677 eV
Relative energy (zero: lowest compared OMol25 entry of this formula, charge and spin): 476.8 kJ/mol
Orbital gap (spin up / spin down): 8.083 / 8.083 eV

The geometry in ORCA input format:
```
! wB97M-V def2-TZVPD RIJCOSX def2/J DEFGRID3
* xyz 1 1
C -1.207 0.776 -1.093
C -2.202 0.401 -0.098
C 0.260 0.542 -0.728
C -1.981 -0.259 0.997
C 0.864 -0.250 0.229
C 2.394 -0.455 0.186
N 0.245 -0.648 1.315
O 0.577 -1.210 2.298
H -1.194 0.129 -1.957
H -1.540 1.814 -1.508
H -3.164 0.519 -0.468
H 1.098 0.945 -1.377
H -2.456 -0.793 1.737
H 2.840 0.229 0.732
H 2.860 -0.326 -0.756
H 2.606 -1.413 0.492
*
```

Atomic partial charges in e from the natural (NBO) method, atoms 1 to 4:
1. C -0.508
2. C -0.263
3. C 0.096
4. C 0.132


Density functional theory data (the ωB97M-V functional and the def2-TZVPD basis) for 2 unconnected molecules or ions with the total composition C6H8NO5 in a non-equilibrium geometry.

LUMO energy: 3.542 eV
E_tot: -664.3692 Eh
Highest occupied orbital energy: -5.7644 eV
Relative energy (zero: lowest compared OMol25 entry of this formula, charge and spin): 129.1 kJ/mol
Orbital gap: 9.306 eV

The geometry in ORCA input format:
```
! wB97M-V def2-TZVPD RIJCOSX def2/J DEFGRID3
* xyz -1 1
C -1.250 0.586 -1.075
C -3.012 0.416 0.786
C -2.003 -0.619 -1.725
C 1.871 0.580 1.019
C 0.754 -0.349 1.468
C 0.499 -1.193 0.285
N 0.410 -2.237 -0.218
O -1.646 1.055 0.058
O -0.181 0.864 -1.595
O -2.672 -0.199 1.768
O -3.987 0.711 0.126
O 0.361 -3.150 -0.995
H -1.969 -1.525 -0.978
H -2.959 -0.252 -1.798
H -1.385 -0.632 -2.666
H 2.233 1.160 1.866
H 1.471 1.362 0.462
H 2.754 0.046 0.589
H 1.050 -0.936 2.354
H -0.287 -0.072 1.683
*
```

Atomic partial charges in e from the natural (NBO) method, atoms 1 to 4:
1. C 0.809
2. C 0.998
3. C -0.759
4. C -0.601


Density functional theory data (the ωB97M-V functional and the def2-TZVPD basis) for 2 unconnected molecules or ions with the total composition C6H8NO5 in a non-equilibrium geometry.

LUMO energy (spin up / spin down): 3.597 / 2.072 eV
E_tot: -664.1731 Eh
Highest occupied orbital energy (spin up / spin down): -1.7448 / -4.7671 eV
Orbital gap (spin up / spin down): 5.342 / 6.839 eV

The geometry in ORCA input format:
```
! wB97M-V def2-TZVPD RIJCOSX def2/J DEFGRID3
* xyz -1 3
C 2.047 0.369 0.464
C -0.513 0.789 -0.220
C 2.418 1.333 -0.212
C -2.060 -0.536 1.314
C -0.085 -0.526 -2.134
C -1.256 0.735 1.074
N 1.993 -0.908 0.848
O 2.607 2.299 -0.882
O 1.488 -1.257 1.957
O -0.089 1.745 -0.847
O 2.482 -1.728 0.016
O -0.533 -0.512 -0.845
H -1.182 -1.231 1.100
H -2.867 -0.731 0.642
H -2.298 -0.609 2.361
H 0.930 -0.095 -2.430
H -0.748 -0.073 -2.821
H -0.023 -1.666 -2.415
H -0.505 0.900 1.819
H -1.805 1.702 1.216
*
```

Atomic partial charges in e from the natural (NBO) method, atoms 1 to 4:
1. C -0.074
2. C 0.828
3. C 0.457
4. C -0.625


Density functional theory data (the ωB97M-V functional and the def2-TZVPD basis) for a molecular structure, C6H8NS in a non-equilibrium geometry.

LUMO energy: 3.988 eV
E_tot: -686.3032 Eh
Highest occupied orbital energy: -1.9525 eV
Relative energy (zero: lowest compared OMol25 entry of this formula, charge and spin): 236.2 kJ/mol
Orbital gap: 5.940 eV

The geometry in ORCA input format:
```
! wB97M-V def2-TZVPD RIJCOSX def2/J DEFGRID3
* xyz -1 1
C 0.169 0.953 -1.109
C 0.910 1.046 0.086
C -0.726 -0.015 -1.189
C 0.600 0.017 0.918
C -2.001 -0.539 -1.741
C 1.115 -0.043 2.293
N -0.293 -0.791 0.426
S -1.036 -2.140 1.029
H 0.187 1.827 -1.802
H 1.762 1.791 0.265
H -2.792 -0.548 -0.902
H -2.420 0.005 -2.598
H -1.837 -1.540 -1.973
H 0.660 -0.800 3.000
H 2.199 -0.261 2.597
H 1.056 0.859 2.781
*
```

Atomic partial charges in e from the natural (NBO) method, atoms 1 to 4:
1. C -0.291
2. C -0.422
3. C 0.119
4. C 0.135